Arrangement A

17
Properties=species:S:1:pos:R:3:nbo_charge:R:1 method="wB97M-V/def2-TZVPD" spin_multiplicity=2 homo_energy_ev="-19.94 / -19.93" homo_lumo_gap_ev="6.58 / 6.24" total_charge=+2 molar_mass_g_mol=104.13
C 0.91243 1.59177 -0.35288 -0.010
O 1.78349 1.47159 -1.42050 -0.703
C 0.39472 0.09804 -0.22668 -0.281
C -0.32238 -0.01192 1.07012 0.157
C -1.40837 -1.89662 1.16409 0.172
O -1.53975 -2.13987 -0.01650 -0.379
N -0.29729 -0.26697 -1.42484 -0.200
H 0.06692 2.25021 -0.57483 0.226
H 1.40330 1.91816 0.57047 0.238
H 2.22760 2.30634 -1.63562 0.542
H 1.30740 -0.52182 -0.19016 0.339
H -1.22616 0.58557 1.21375 0.270
H 0.27540 -0.22564 1.95936 0.285
H -0.56184 -2.34782 1.72631 0.215
H -2.22491 -1.41488 1.73623 0.209
H 0.27303 -0.44679 -2.27574 0.469
H -1.06357 -0.94934 -1.32259 0.450


Arrangement B

17
Properties=species:S:1:pos:R:3:nbo_charge:R:1 method="wB97M-V/def2-TZVPD" spin_multiplicity=2 homo_energy_ev="-20.80 / -19.75" homo_lumo_gap_ev="10.65 / 5.13" total_charge=+2 molar_mass_g_mol=104.13
O 1.62043 0.20232 -1.81222 -0.129
C 1.28267 -0.52996 -0.91726 0.415
C -0.18408 -0.58965 -0.55542 -0.135
C -0.37301 0.33044 0.72923 0.097
C 0.89707 0.66982 1.45989 -0.720
O -1.41918 -0.05866 1.53951 -0.549
N -1.10632 -0.21668 -1.65713 -0.684
H 2.08652 -1.20000 -0.54292 0.327
H -0.36143 -1.63086 -0.25529 0.306
H -0.83993 1.28512 0.37800 0.260
H 0.70792 1.52694 2.11958 0.307
H 1.23426 -0.08629 2.17440 0.270
H 1.69379 1.11316 0.84954 0.261
H -1.15354 -0.45935 2.40050 0.529
H -1.37118 -0.99610 -2.27899 0.483
H -0.71840 0.47369 -2.31822 0.476
H -1.99560 0.16605 -1.31321 0.487


Short version: arrangement A is the least stable of them.


Arrangement A

23
Properties=species:S:1:pos:R:3:nbo_charge:R:1 method="wB97M-V/def2-TZVPD" homo_energy_ev=-10.38 homo_lumo_gap_ev=11.30 molar_mass_g_mol=104.19
C -1.29291 -0.46982 1.93827 -0.610
C 0.21865 -0.54657 1.68550 -0.225
C 0.80680 0.86800 1.56884 -0.608
C 0.90630 -1.33880 2.81416 -0.601
H -1.53425 -0.39572 2.99225 0.204
H -1.79398 -1.33529 1.49711 0.211
H -1.73951 0.38171 1.44356 0.206
H 0.41460 -1.16340 0.80764 0.196
H 0.90440 1.20227 2.60261 0.204
H 1.78306 0.89626 1.08769 0.208
H 0.16454 1.55509 1.01435 0.205
H 1.81233 -1.83296 2.45783 0.206
H 1.21163 -0.72399 3.66357 0.199
H 0.22082 -2.09608 3.20063 0.207
C 0.59956 -0.10232 -1.96203 -0.652
C -0.22232 0.25292 -3.19200 -0.066
O -1.12846 1.33213 -2.90011 -0.724
H 1.56718 0.40890 -1.92689 0.203
H 0.93563 -1.14536 -1.90618 0.215
H 0.04502 0.10892 -1.05900 0.220
H 0.42967 0.54534 -4.00841 0.163
H -0.90590 -0.55768 -3.44450 0.181
H -0.62882 2.10099 -2.61387 0.459


Arrangement B

23
Properties=species:S:1:pos:R:3:nbo_charge:R:1 method="wB97M-V/def2-TZVPD" homo_energy_ev=-10.08 homo_lumo_gap_ev=11.08 molar_mass_g_mol=104.19
C 1.54410 -2.27637 -0.39949 -0.625
C 0.98103 -1.44505 -1.55668 0.095
C -0.47850 -1.82481 -1.86372 -0.642
O 1.11056 -0.07014 -1.21129 -0.728
H 1.79083 -3.28956 -0.72245 0.207
H 0.81689 -2.37275 0.41722 0.194
H 2.38401 -1.74237 0.03854 0.224
H 1.62783 -1.64082 -2.40552 0.165
H -0.59546 -2.34680 -2.81607 0.220
H -0.86339 -2.44565 -1.05885 0.213
H -1.05689 -0.91302 -2.03936 0.209
H 0.25378 0.32331 -1.04326 0.470
C -0.43070 1.61909 2.55327 -0.602
C -0.76281 1.24347 1.10140 -0.411
C -0.80288 2.48273 0.18119 -0.617
H -0.69137 0.76862 3.17540 0.205
H 0.64082 1.78627 2.70281 0.202
H -0.96825 2.47715 2.95729 0.203
H -0.15842 0.41047 0.77875 0.204
H -1.76519 0.82139 1.20385 0.191
H -1.82013 2.88649 0.18251 0.208
H -0.23976 3.25683 0.67385 0.211
H -0.51608 2.29151 -0.84936 0.204


Arrangement C

23
Properties=species:S:1:pos:R:3:nbo_charge:R:1 method="wB97M-V/def2-TZVPD" homo_energy_ev=-10.58 homo_lumo_gap_ev=11.30 molar_mass_g_mol=104.19
C 0.35467 -2.15608 -0.16531 -0.620
C 0.29764 -1.18642 -1.35824 -0.412
C -0.62840 0.04049 -1.29025 -0.397
C -1.51179 0.13018 -0.03636 -0.403
C -0.72572 0.65612 1.18145 -0.405
C -0.91864 2.13074 1.54346 -0.604
H 0.03582 -1.78234 0.80025 0.208
H -0.24599 -3.05189 -0.36054 0.203
H 1.36360 -2.56959 -0.05760 0.204
H 1.29188 -0.82810 -1.58061 0.212
H -0.03074 -1.80824 -2.19403 0.199
H -0.00261 0.92755 -1.26659 0.201
H -1.23555 0.13110 -2.19169 0.202
H -1.86567 -0.86736 0.23759 0.199
H -2.41290 0.70778 -0.23954 0.204
H -0.92443 0.05002 2.07216 0.194
H 0.32734 0.48277 0.95707 0.203
H -0.09652 2.52657 2.13284 0.210
H -1.80403 2.29040 2.15664 0.199
H -1.06842 2.68364 0.61136 0.200
O 2.93396 0.70652 -0.23273 -0.933
H 3.58376 0.86540 -0.92473 0.469
H 3.28272 -0.07927 0.20538 0.469


Short version: arrangement B is the least stable of them.


Arrangement A

13
Properties=species:S:1:pos:R:3:nbo_charge:R:1 method="wB97M-V/def2-TZVPD" homo_energy_ev=-2.48 homo_lumo_gap_ev=5.03 total_charge=-1 molar_mass_g_mol=123.22
O 1.83367 -2.51995 0.45833 -0.953
C 0.56148 -2.14867 0.05812 -0.020
C -0.27907 -1.28514 1.09210 -0.435
C 0.12459 0.20285 1.09517 -0.679
S -1.05357 1.13980 0.34760 0.215
S -0.11373 1.60582 -1.59793 -0.256
H 0.64772 -1.44302 -0.83583 0.085
H -0.17580 -2.97378 -0.16200 0.075
H -1.40354 -1.26141 0.92596 0.164
H -0.07332 -1.77969 2.08355 0.194
H 0.44912 0.40329 2.07928 0.227
H 1.11465 0.33891 0.58146 0.263
H 1.00662 2.33117 -1.80610 0.120


Arrangement B

13
Properties=species:S:1:pos:R:3:nbo_charge:R:1 method="wB97M-V/def2-TZVPD" homo_energy_ev=-2.54 homo_lumo_gap_ev=5.39 total_charge=-1 molar_mass_g_mol=123.22
O -1.40776 2.09958 -2.33173 -0.937
C -1.41538 0.74603 -2.20942 0.019
C -1.67027 0.21865 -0.64800 -0.505
C -0.43009 0.53095 0.13404 -0.427
S 0.64861 -1.05593 0.39234 -0.002
S 1.72851 -0.73185 2.02493 -0.177
H -0.71058 0.01054 -2.45786 0.090
H -2.48905 0.39521 -2.66157 0.038
H -1.92980 -0.83032 -0.69240 0.178
H -2.52390 0.74447 -0.34950 0.206
H -0.57032 0.88064 1.22849 0.190
H 0.11046 1.25479 -0.32535 0.213
H 2.43567 0.37880 1.57600 0.115


Short version: arrangement A is the least stable of them.


Arrangement A

12
Properties=species:S:1:pos:R:3:nbo_charge:R:1 method="wB97M-V/def2-TZVPD" homo_energy_ev="-1.27 / -0.87" homo_lumo_gap_ev="5.72 / 5.33" total_charge=-1 molar_mass_g_mol=75.09
C 1.06357 -1.59073 0.39910 -1.093
C 0.14657 1.23599 -0.91074 -0.482
N -1.55767 0.36666 0.39320 0.066
N -0.61314 0.10703 -0.43922 -0.186
O -1.67494 1.36786 1.17519 -0.644
H 1.40560 -1.18180 1.50424 0.132
H 0.63341 -2.63740 0.57810 0.136
H 1.90490 -1.73410 -0.30431 0.138
H -0.54693 2.07725 -0.59885 0.213
H 1.01031 1.41218 -0.30933 0.207
H 0.42910 1.03970 -1.97220 0.190
H -2.20077 -0.46264 0.48481 0.322


Arrangement B

12
Properties=species:S:1:pos:R:3:nbo_charge:R:1 method="wB97M-V/def2-TZVPD" homo_energy_ev=-2.58 homo_lumo_gap_ev=6.96 total_charge=-1 molar_mass_g_mol=75.09
C -1.01523 1.09020 1.19164 -0.634
C -0.88788 0.68710 -0.17513 -0.115
N 1.51419 -2.07997 -0.69909 -1.157
N 0.26603 0.63199 -0.66796 -0.125
O 0.34900 0.19345 -1.92034 -0.745
H -0.19452 0.72818 1.79150 0.201
H -0.94873 2.20080 1.43057 0.163
H -1.84206 0.84054 1.74375 0.186
H 1.26753 -1.50080 0.17310 0.347
H -1.90401 0.61441 -0.76050 0.114
H 2.48050 -1.87698 -0.63828 0.334
H 0.91519 -1.52893 -1.46925 0.432


Short version: arrangement A is the least stable of them.